11
Properties=species:S:1:pos:R:3:forces:R:3:lowdin_charge:R:1 method="wB97M-V/def2-TZVPD" e_lumo_ev="-7.2 / -7.2" total_energy_ev=-89163.76885 homo_energy_ha="-0.5467 / -0.5467" relative_energy_kcal_mol=16.4 total_charge=+1 gap_ev="7.68 / 7.68"
Cl -0.6533 -1.7332 1.8248 0.1 1.0 -1.6 0.4355
N -0.5201 -0.7228 -0.0369 -0.4 -1.1 1.9 -0.1747
C 0.9405 -0.6252 -0.3827 1.1 -0.4 -0.3 -0.1586
N 1.2593 0.7378 -0.2403 -0.1 0.9 0.3 0.0970
C 0.1985 1.3865 -0.0078 0.6 -0.4 -0.2 -0.8134
Br -0.0016 3.2055 0.1990 -0.1 -0.2 0.0 0.9280
N -0.9350 0.5411 0.0090 -0.2 0.3 -0.2 0.0497
H -1.0977 -1.4021 -0.5362 -0.1 0.2 0.1 0.1639
H 1.1213 -0.9600 -1.4165 -0.4 0.0 0.1 0.1642
H 1.5517 -1.2467 0.2802 -0.4 0.0 -0.1 0.1300
H -1.8636 0.8190 0.3074 -0.1 -0.3 0.0 0.1784

---

12
Properties=species:S:1:pos:R:3:forces:R:3:lowdin_charge:R:1 method="wB97M-V/def2-TZVPD" e_lumo_ev=-0.5 total_energy_ev=-90661.91341 homo_energy_ha=-0.2768 total_charge=0 gap_ev=6.98
Br 0.0167 2.6496 2.1466 -0.1 0.0 0.1 0.7904
N -0.6171 1.0098 1.6599 0.2 -0.5 -0.2 -0.3980
C -0.0266 0.3155 0.6694 0.0 0.3 -0.1 -0.5130
N 1.0363 0.7238 -0.0151 -0.1 -0.1 -0.2 0.1303
C 1.1901 -0.2038 -0.9532 -0.1 0.2 0.1 -0.2210
N 0.3779 -1.2341 -0.7698 0.5 -0.3 0.2 0.0283
N -0.4523 -0.8876 0.2465 0.1 0.3 0.6 0.1252
H -1.4202 0.6334 2.1308 0.0 0.3 0.1 0.0887
H 1.9227 -0.1642 -1.7411 0.0 -0.1 0.0 0.1333
H 0.2521 -2.0584 -1.3298 -0.4 0.2 -0.2 0.1678
H -1.2606 -1.4024 0.5450 0.0 -0.2 -0.4 0.1788
Cl -1.0190 0.6184 -2.5893 0.0 -0.1 0.0 -0.5108

---

8
Properties=species:S:1:pos:R:3:forces:R:3:lowdin_charge:R:1 method="wB97M-V/def2-TZVPD" e_lumo_ev="-1.1 / -0.7" total_energy_ev=-80276.95717 homo_energy_ha="-0.2947 / -0.3294" relative_energy_kcal_mol=118.0 total_charge=0 gap_ev="6.96 / 8.28"
C 1.9149 0.6275 1.2068 -1.7 0.1 -1.2 -0.4149
C -1.1633 -0.3131 -1.0000 0.3 -4.0 -0.1 -0.8341
Br 1.0389 0.2273 -0.4483 0.6 0.1 0.8 0.8146
I -2.9604 -0.8433 0.1134 1.3 0.8 -0.6 0.6276
H 1.3182 1.4737 1.5529 0.7 0.1 0.4 -0.0435
H 1.8500 -0.2594 1.8126 0.4 -0.2 0.4 -0.0476
H -0.8298 -1.3228 -1.4795 -0.6 1.8 1.0 -0.0202
H -1.1685 0.4101 -1.7580 -0.8 1.3 -0.7 -0.0820

---

8
Properties=species:S:1:pos:R:3:forces:R:3:lowdin_charge:R:1 method="wB97M-V/def2-TZVPD" e_lumo_ev=0.5 total_energy_ev=-73670.62837 homo_energy_ha=-0.3667 relative_energy_kcal_mol=8.4 total_charge=0 gap_ev=10.49
C 0.5118 -1.3906 -0.7524 -3.6 0.4 -0.3 -0.0366
C 0.0876 -0.2548 -0.0096 -1.8 3.7 3.2 -0.2274
N -0.3016 0.7034 0.5464 1.5 -3.2 -1.8 0.1191
H 1.4422 -1.6316 -0.4529 3.3 -1.1 0.4 0.0506
H 0.3934 -0.9246 -1.7007 0.6 -0.7 -1.6 0.0900
H -0.2159 -2.2088 -0.6119 0.5 0.3 -0.2 0.1137
Br -1.3722 3.3451 1.7407 -1.0 1.5 0.7 0.3076
H -0.5452 2.3619 1.2403 0.6 -1.0 -0.5 -0.4170

---

8
Properties=species:S:1:pos:R:3:forces:R:3:lowdin_charge:R:1 method="wB97M-V/def2-TZVPD" e_lumo_ev="-1.4 / 0.2" total_energy_ev=-73666.83869 homo_energy_ha="-0.3208 / -0.3236" relative_energy_kcal_mol=95.8 total_charge=0 gap_ev="7.28 / 9.05"
C -0.3789 0.0552 -1.1974 -0.2 1.1 -0.6 -0.5895
C 0.6768 -0.4287 1.8079 -0.1 1.6 0.0 0.0906
N -0.0075 1.0246 -1.8006 0.0 0.0 -1.1 0.0218
Br -2.0963 -0.9755 -1.4287 0.2 -0.1 0.1 0.4444
H -0.1251 0.2804 1.8139 -0.2 0.2 0.1 -0.0241
H 1.6778 -0.0708 1.8869 0.4 0.0 0.0 -0.0184
H 0.4417 -1.4189 1.6324 -0.2 -1.8 -0.3 -0.0437
H -0.1886 1.5337 -2.7144 0.1 -1.0 1.8 0.1188

---

9
Properties=species:S:1:pos:R:3:forces:R:3:lowdin_charge:R:1 method="wB97M-V/def2-TZVPD" e_lumo_ev="-8.1 / -8.1" total_energy_ev=-75150.12656 homo_energy_ha="-0.5265 / -0.5270" relative_energy_kcal_mol=76.2 total_charge=+1 gap_ev="6.27 / 6.28"
C -0.4269 -1.8329 0.0973 0.4 1.2 -1.0 0.2241
C 0.4924 0.4560 -0.0693 3.6 -0.2 1.0 -0.2213
N -0.0192 -0.6454 -0.0747 -0.4 -0.3 0.1 0.1345
N 0.4585 1.7527 0.0027 -1.4 0.7 0.2 0.1614
Br 3.2684 0.1361 -0.1215 -2.5 0.1 0.2 0.1786
H -0.6023 -2.4700 -0.7009 -0.3 -0.7 -2.1 0.1048
H -0.6626 -2.3103 0.9854 0.0 -0.1 2.4 0.1093
H -0.3906 2.2836 -0.2214 0.1 -0.4 -0.2 0.1612
H 0.9431 2.1769 0.7985 0.5 -0.3 -0.6 0.1475

---

9
Properties=species:S:1:pos:R:3:forces:R:3:lowdin_charge:R:1 method="wB97M-V/def2-TZVPD" e_lumo_ev=0.3 total_energy_ev=-75717.64469 homo_energy_ha=-0.3706 relative_energy_kcal_mol=40.1 total_charge=0 gap_ev=10.37
H -0.0424 2.0589 1.3654 -0.3 -1.1 -0.2 0.0800
N 0.1397 1.1243 0.9700 0.5 0.9 0.0 0.1210
C -0.7175 0.5462 0.2977 -1.8 1.9 1.1 -0.7614
Br -2.7637 1.2710 0.3922 2.0 -0.9 -0.4 0.4279
O -0.6066 -0.5068 -0.4343 -0.7 -0.8 -0.6 -0.1199
C 0.7132 -1.0064 -0.5827 2.6 -0.5 -2.3 -0.0806
H 1.2211 -1.0809 0.3851 -0.1 0.3 -0.3 0.0805
H 1.3644 -0.3494 -1.3690 -1.7 -1.3 2.1 0.1466
H 0.6919 -2.0569 -1.0243 -0.5 1.5 0.5 0.1059

---

9
Properties=species:S:1:pos:R:3:forces:R:3:lowdin_charge:R:1 method="wB97M-V/def2-TZVPD" e_lumo_ev=0.6 total_energy_ev=-75716.24505 homo_energy_ha=-0.3851 relative_energy_kcal_mol=72.4 total_charge=0 gap_ev=11.05
C -0.9364 -1.5065 0.8204 0.7 -0.4 -0.8 -0.0850
C 1.6237 1.2600 -0.1345 2.1 -0.3 1.4 -0.1554
N -0.2882 -1.7908 -0.1117 1.9 -0.2 -1.6 0.0478
O 2.3374 0.7032 -0.9110 0.4 -0.9 -1.2 -0.0284
Br -3.6613 0.4200 0.4349 0.1 0.1 -0.1 0.2911
H 1.9801 1.1675 0.9426 -1.3 0.5 -0.5 0.1021
H 0.8491 1.8792 -0.5287 -1.2 0.7 0.4 0.0697
H 0.4490 -1.9579 -0.8972 -2.2 0.5 2.3 0.1529
H -2.3533 -0.1747 0.3851 -0.4 0.1 0.2 -0.3947

---

11
Properties=species:S:1:pos:R:3:forces:R:3:lowdin_charge:R:1 method="wB97M-V/def2-TZVPD" e_lumo_ev=-0.8 total_energy_ev=-79810.20209 homo_energy_ha=-0.3884 relative_energy_kcal_mol=22.6 total_charge=0 gap_ev=9.76
C -0.8360 -0.8476 0.5901 -4.3 2.1 -0.8 -0.0930
C 0.1596 -0.1305 -0.1653 3.0 -0.9 -4.9 -0.7820
O 0.0758 -0.2381 -1.6351 -0.1 1.8 1.5 -0.1196
Br 1.8908 -1.0529 0.1106 0.5 0.1 0.6 0.7908
N 0.4287 1.2809 0.2214 -0.5 1.7 1.0 -0.3977
O 0.4102 1.5699 1.4101 0.0 -0.7 -1.0 0.0898
O 0.6040 2.0737 -0.6812 0.2 -0.2 0.1 0.0909
H -0.4036 -1.1412 1.4738 0.4 -0.2 2.5 0.0414
H -1.8595 -0.2529 0.6582 2.3 -0.9 0.3 0.1607
H -1.1479 -1.7246 0.1051 0.1 -1.2 -1.1 0.0808
H 0.6780 0.4633 -2.0877 -1.5 -1.5 1.6 0.1380

---

11
Properties=species:S:1:pos:R:3:forces:R:3:lowdin_charge:R:1 method="wB97M-V/def2-TZVPD" e_lumo_ev="0.4 / -2.9" total_energy_ev=-79804.38390 homo_energy_ha="-0.2271 / -0.4155" s_squared=2.008 spin_multiplicity=3 relative_energy_kcal_mol=90.1 total_charge=0 gap_ev="6.62 / 8.40"
C -1.1631 -0.9133 -1.8823 -6.5 0.1 -4.5 -0.1025
C -0.2614 -1.1359 -0.9280 7.6 -2.1 8.0 -0.6292
N 0.2906 1.3090 1.8254 -0.3 1.1 0.9 -0.4836
O 1.6439 1.4121 1.5619 0.6 0.8 -0.1 0.0559
O -0.2558 2.2028 2.4122 1.5 1.0 -0.1 0.1153
O -0.2534 0.3173 1.5306 -0.6 -3.0 -1.3 0.0742
Br 1.5632 -0.5280 -1.0562 -1.1 -0.4 -0.5 0.7474
H 1.9542 0.7882 0.8326 -1.4 0.3 1.0 0.0193
H -1.0416 -0.2905 -2.7214 -0.1 0.5 -0.8 0.0417
H -2.1306 -1.3214 -1.5367 0.2 0.7 -1.0 0.0828
H -0.3460 -1.8403 -0.0381 0.0 1.1 -1.7 0.0788

---

10
Properties=species:S:1:pos:R:3:forces:R:3:lowdin_charge:R:1 method="wB97M-V/def2-TZVPD" e_lumo_ev="2.8 / 3.4" total_energy_ev=-87110.74640 homo_energy_ha="-0.0693 / -0.1384" relative_energy_kcal_mol=36.4 total_charge=-1 gap_ev="4.67 / 7.19"
C 1.1999 0.8541 -0.2364 0.0 -0.1 -0.2 -0.3144
C 0.8752 -0.5526 0.1767 -0.4 0.2 0.5 -0.7012
O -3.1733 -0.5045 1.2107 0.3 -0.2 -0.1 -0.5885
O -3.1009 -0.1611 -1.2179 0.2 -0.2 0.1 -0.5879
S -2.6466 -0.9715 -0.0792 0.0 0.4 -0.1 0.6719
Br 2.4390 -1.7233 -0.0323 -0.1 0.0 0.0 0.3983
H 0.2781 1.4397 -0.2085 0.0 0.0 0.0 0.0523
H 1.5891 0.8786 -1.2575 -0.1 0.1 0.0 0.0433
H 1.9356 1.3625 0.4112 0.0 -0.1 0.0 0.0497
H 0.6039 -0.6221 1.2331 0.0 -0.1 -0.2 -0.0234

---

11
Properties=species:S:1:pos:R:3:forces:R:3:lowdin_charge:R:1 method="wB97M-V/def2-TZVPD" e_lumo_ev=2.8 total_energy_ev=-89159.15726 homo_energy_ha=-0.1934 relative_energy_kcal_mol=19.4 total_charge=-1 gap_ev=8.09
C 1.5804 -0.2509 1.0649 1.6 1.9 -0.7 -0.0807
C 2.0327 0.0020 -0.1737 0.0 -0.9 1.0 -0.5220
O -3.6068 -0.5085 0.1114 -1.1 -0.3 0.8 -0.4326
O -2.1780 1.5018 -0.1041 -0.6 -1.6 -0.6 -0.4469
O -1.1858 -0.7228 -0.2050 0.1 -0.2 0.4 -0.4645
S -2.3980 0.0648 -0.3927 1.4 1.0 -2.9 0.3412
Br 3.8540 0.8624 -0.5546 -1.8 -0.9 0.5 0.4387
H 2.2918 0.1811 1.7530 -0.1 -0.2 0.9 0.0229
H -2.5851 -0.1963 -1.9128 0.2 1.1 2.3 0.0593
H 0.6000 -0.5326 1.4729 0.4 -0.3 -1.1 0.0623
H 1.5949 -0.4010 -1.0593 -0.2 0.4 -0.7 0.0223

---

9
Properties=species:S:1:pos:R:3:forces:R:3:lowdin_charge:R:1 method="wB97M-V/def2-TZVPD" e_lumo_ev=0.1 total_energy_ev=-83516.16081 homo_energy_ha=-0.3429 relative_energy_kcal_mol=32.2 total_charge=0 gap_ev=9.39
C -1.0315 -1.3366 0.6476 1.5 2.0 -1.2 -0.2063
C 1.0153 0.8356 -0.6178 -0.6 -1.5 -0.3 -0.6394
O -1.4964 1.3530 0.3179 -0.5 0.8 -0.1 -0.3728
P -0.6258 0.1954 0.1399 0.8 -1.1 -0.5 0.6534
Br 2.4946 -0.4769 -0.1823 -1.0 1.3 -0.3 0.5139
H -0.3496 -2.1638 0.6284 -0.2 -0.3 0.0 -0.0103
H -2.0745 -1.2895 0.8616 -0.5 -0.6 0.5 -0.0034
H 1.0003 1.7666 -0.0776 1.0 0.3 0.5 0.0072
H 1.0676 1.1163 -1.7178 -0.4 -0.9 1.4 0.0577

---

8
Properties=species:S:1:pos:R:3:forces:R:3:lowdin_charge:R:1 method="wB97M-V/def2-TZVPD" e_lumo_ev=0.8 total_energy_ev=-81469.23244 homo_energy_ha=-0.3227 relative_energy_kcal_mol=9.7 total_charge=0 gap_ev=9.60
Br -0.3035 2.9821 -1.2063 -0.6 0.8 -0.5 0.1871
P 1.1192 1.6612 -0.2079 0.0 -0.7 -0.1 0.4722
C -0.0595 0.4935 0.6007 -2.5 1.6 -0.1 -0.5109
C 0.2959 -0.0581 -0.6655 0.2 1.9 -3.4 -0.3918
H -1.1368 0.8956 0.6457 1.9 -0.9 0.6 0.1007
H 0.4818 0.1143 1.4095 -0.1 -0.8 1.7 0.0365
H 1.1951 -0.5890 -0.8315 0.3 -1.4 0.1 0.0255
H -0.3287 0.1439 -1.6046 0.8 -0.7 1.7 0.0806